The following is a quantum chemistry calculation of a structure of composition C35H32BN5O2PbS5Te at a distorted geometry, from the Open Molecules 2025 dataset.

total charge	-2
total energy	-115755.0501	eV
Kohn-Sham gap	4.651	eV
highest occupied orbital energy	-0.9	eV

XYZ file:
```
82
Properties=species:S:1:pos:R:3:forces:R:3
Pb 1.07150 -0.26218 -1.32783 -0.34 -0.15 0.35
C -2.00177 5.49304 -2.68464 0.01 -0.13 0.13
S -1.04022 5.02908 -1.22530 0.20 -0.14 -0.17
C -0.35136 3.43149 -1.82972 -0.07 -0.03 -0.27
S -1.42196 2.19991 -2.28481 0.04 0.06 0.01
N 0.94213 3.48846 -1.86920 0.18 0.77 0.35
N 1.69447 2.36981 -1.98879 -0.18 -0.33 0.05
C 2.71863 2.44239 -2.73673 0.05 -0.07 -0.13
C 3.71467 1.35953 -2.79657 0.00 -0.18 0.03
C 4.92265 1.58181 -3.45163 -0.01 0.10 -0.02
C 5.87239 0.57646 -3.48751 0.00 -0.01 -0.01
C 5.59889 -0.62766 -2.86193 0.01 0.05 -0.06
C 4.37397 -0.77638 -2.23115 -0.18 0.03 0.05
N 3.45253 0.18452 -2.20750 0.28 0.29 -0.06
H -2.73172 6.25105 -2.39667 0.04 -0.03 0.00
H -2.51110 4.59723 -3.04045 -0.05 0.04 -0.04
H -1.34043 5.88760 -3.45700 -0.07 -0.01 -0.01
H 2.90171 3.32987 -3.34216 0.08 0.09 0.03
H 5.10047 2.54208 -3.92054 0.01 -0.03 -0.01
H 6.81452 0.72880 -4.00036 0.00 0.02 -0.01
H 6.30486 -1.44682 -2.87493 -0.03 0.00 0.01
H 4.09688 -1.70528 -1.74066 -0.05 0.04 -0.05
S 2.42520 -3.62734 -4.81999 -0.04 0.03 0.08
C 1.78509 -2.46020 -3.77855 0.06 0.09 -0.07
S 1.60772 -2.85057 -2.06886 0.18 -0.13 -0.07
S 1.32041 -0.89090 -4.29289 -0.01 -0.26 -0.09
C -2.17126 2.49196 5.03341 0.05 -0.07 -0.08
C -1.53551 1.93200 3.78677 -0.01 0.02 0.04
C -1.60698 2.59261 2.57053 0.02 -0.04 0.05
C -1.03171 2.01189 1.44406 0.11 0.00 -0.03
N -0.37651 0.85412 1.47617 -0.05 0.07 0.11
C -0.28196 0.23431 2.65205 -0.05 0.11 -0.06
C -0.85410 0.71770 3.81804 0.01 0.04 -0.01
H -2.58412 3.48434 4.85139 0.00 -0.01 0.01
H -1.44047 2.56298 5.84227 -0.03 0.01 0.00
H -2.97894 1.83882 5.37382 0.00 0.04 0.01
H -2.11075 3.55011 2.48961 0.01 -0.04 -0.05
H -1.10320 2.49615 0.47293 -0.03 -0.08 0.08
H 0.28930 -0.69020 2.65185 -0.07 0.06 0.00
H -0.76353 0.16205 4.74682 0.02 0.01 -0.05
C 0.41508 -4.07392 2.43819 -0.07 0.08 -0.14
C 0.04549 -3.10116 1.41544 0.20 -0.14 0.09
N -0.22538 -2.34067 0.60396 0.15 0.03 0.33
H -0.43392 -4.25433 3.09628 0.01 0.01 0.02
H 1.25420 -3.69350 3.01811 0.02 0.01 -0.01
H 0.70254 -5.00699 1.95713 0.03 0.00 0.00
O 3.22060 0.91504 1.20057 0.16 -0.02 0.16
B 2.72090 -0.32011 0.66841 0.21 0.00 0.01
O 3.52368 -1.34847 1.27839 0.10 0.04 0.13
C 4.44747 -0.74412 2.07937 -0.17 -0.09 -0.12
C 5.44376 -1.31107 2.84181 0.07 -0.04 0.04
C 6.26735 -0.44606 3.57195 -0.06 -0.03 -0.01
C 6.07556 0.92864 3.53087 -0.06 0.01 -0.03
C 5.05688 1.49314 2.75461 0.07 0.05 0.05
C 4.25917 0.63297 2.03397 -0.21 0.03 -0.17
H 5.58678 -2.38484 2.86388 -0.01 0.03 -0.01
H 7.06455 -0.85741 4.18001 -0.01 0.00 -0.01
H 6.72361 1.57596 4.11010 0.00 0.00 -0.02
H 4.90071 2.56381 2.71327 -0.01 -0.03 -0.01
Te -1.99481 -2.11171 -1.55282 -0.97 -0.21 -0.30
C -3.91324 -2.35998 -2.50951 0.14 0.05 -0.09
C -4.53492 -1.31854 -3.19720 0.03 0.01 -0.01
C -5.78745 -1.49744 -3.77466 0.02 -0.04 0.02
C -6.43601 -2.72218 -3.67445 0.07 -0.03 0.05
C -5.82979 -3.76502 -2.98393 0.05 0.10 -0.02
C -4.57567 -3.58201 -2.40986 -0.06 0.02 -0.05
C -3.08706 -1.38157 0.12672 0.07 -0.02 0.17
C -3.42657 -2.23242 1.17937 0.02 0.08 0.00
C -4.09404 -1.74721 2.29805 -0.03 0.05 -0.07
C -4.43749 -0.40054 2.37237 0.06 -0.05 -0.07
C -4.12006 0.44712 1.31898 -0.04 -0.05 -0.01
C -3.45053 -0.03930 0.19878 0.05 -0.02 0.02
H -4.03365 -0.35973 -3.28038 -0.01 -0.05 -0.01
H -6.25727 -0.67905 -4.30870 0.03 0.00 0.01
H -7.40535 -2.86669 -4.13754 -0.01 0.02 0.02
H -6.33115 -4.72226 -2.89364 0.01 0.00 -0.01
H -4.10371 -4.39751 -1.87390 0.00 0.01 -0.02
H -3.15246 -3.28097 1.12389 0.00 0.04 0.00
H -4.34795 -2.41928 3.11193 0.02 0.02 -0.02
H -4.94273 -0.01367 3.25095 0.00 -0.01 -0.02
H -4.37764 1.49997 1.37262 0.03 -0.05 -0.02
H -3.17985 0.63845 -0.60673 0.03 -0.02 0.09
```
Positions in Å, forces in eV/Å.